No. 1
{
  "formula": "C5H10NO",
  "method": "the ωB97M-V functional and the def2-TZVPD basis",
  "symbols": ["N", "C", "C", "C", "C", "C", "O", "H", "H", "H", "H", "H", "H", "H", "H", "H", "H"],
  "xyz": [[0.11, -0.99, 2.06], [0.30, -1.66, 0.68], [0.45, -0.89, -0.40], [0.94, 0.52, -0.46], [0.06, 1.35, -1.40], [-1.40, 1.14, -1.05], [-1.73, 0.96, 0.10], [0.03, -0.01, 1.79], [-0.78, -1.38, 2.36], [0.84, -1.24, 2.72], [-0.29, -2.56, 0.65], [0.41, -1.46, -1.32], [0.78, 0.97, 0.52], [1.97, 0.63, -0.77], [0.22, 2.42, -1.19], [0.24, 1.25, -2.47], [-2.14, 0.94, -1.84]],
  "gap_ev": 10.327,
  "fmax_ev_per_a": 2.71,
  "smiles": "[NH3+]/C=C\\CCC=O",
  "total_energy_ev": -8876.5839,
  "relative_energy_kj_mol": 192.61,
  "charge": 1
}


No. 2
{
  "formula": "C5H10NO",
  "method": "the ωB97M-V functional and the def2-TZVPD basis",
  "symbols": ["C", "C", "O", "H", "H", "H", "H", "C", "C", "C", "N", "H", "H", "H", "H", "H", "H"],
  "xyz": [[-0.02, 2.59, -2.06], [0.83, 1.78, -1.47], [0.98, 1.72, -0.10], [0.07, 2.73, -3.13], [-0.78, 3.14, -1.52], [1.47, 1.11, -2.03], [1.78, 1.21, 0.08], [-0.07, -1.46, 0.27], [-0.73, -1.01, -0.79], [-0.33, -2.03, 2.61], [-0.79, -1.62, 1.49], [0.97, -1.73, 0.30], [-1.80, -0.85, -0.78], [-0.19, -0.57, -1.61], [-0.99, -2.02, 3.46], [0.69, -2.37, 2.64], [-1.73, -1.22, 1.49]],
  "gap_ev": 6.577,
  "fmax_ev_per_a": 0.81,
  "total_energy_ev": -8875.3463,
  "relative_energy_kj_mol": 312.03,
  "charge": 1
}


No. 3
{
  "formula": "C5H10NO",
  "method": "the ωB97M-V functional and the def2-TZVPD basis",
  "symbols": ["C", "C", "C", "C", "N", "C", "O", "H", "H", "H", "H", "H", "H", "H", "H", "H", "H"],
  "xyz": [[-0.98, -1.88, -0.71], [-1.11, -1.03, 0.30], [-1.07, 0.45, 0.06], [0.35, 1.12, 0.15], [1.12, 0.33, 1.17], [1.12, 0.89, -1.17], [2.26, 0.55, -1.13], [-0.98, -1.47, -1.72], [-0.90, -2.95, -0.62], [-1.44, -1.34, 1.28], [-1.72, 0.98, 0.74], [-1.41, 0.72, -0.94], [0.29, 2.15, 0.49], [1.19, -0.65, 0.88], [2.10, 0.65, 1.16], [0.73, 0.52, 2.09], [0.45, 0.97, -2.03]],
  "gap_ev": 10.498,
  "fmax_ev_per_a": 1.89,
  "smiles": "C=CC[C@@H]([NH3+])C=O",
  "total_energy_ev": -8876.7172,
  "relative_energy_kj_mol": 179.76,
  "charge": 1
}